22
Properties=species:S:1:pos:R:3 method="wB97M-V/def2-TZVPD" e_tot_ev=-93540.6890 largest_force_ev_per_a=0.70 de_lowest_kcal_mol=0.00 lumo_energy_ev=0.66 charge=0 smiles="C[C@@H](Br)C[C@@H]1CNC(=O)[C@@H]1Cl"
C 2.72560 0.00296 0.68174
C -1.51732 1.35323 0.40567
H -2.53707 -0.42018 -1.52917
H -2.74729 -0.32501 0.92449
H 3.53778 0.56444 0.22946
H -0.74636 1.85989 -1.37332
C -0.98050 -0.92077 -0.16331
C -1.49409 -0.12624 -1.37979
O -1.39995 2.35433 1.06055
H 0.90443 -1.80274 -0.66572
H -1.39321 -1.92827 -0.21936
C -1.68176 -0.08704 0.92417
C 1.40752 0.19325 -0.05649
H -0.97565 -0.28780 -2.31965
N -1.48058 1.28283 -0.98177
C 0.52960 -1.05151 0.03202
H 2.61250 0.34490 1.71105
Br 1.74377 0.68554 -1.93183
H 3.00642 -1.05096 0.69717
H 0.69296 -1.45326 1.03482
Cl -1.09891 -0.25036 2.57999
H 0.89210 1.06277 0.33928